## A
The following is a DFT calculation (ωB97M-V/def2-TZVPD) of a single C3H4S2 molecule.

Cartesian coordinates (Å):
C (1.20, 0.05, -0.94)
C (0.37, 0.10, 0.29)
H (-1.56, 0.18, 1.57)
H (-1.48, -1.17, 0.18)
H (-1.62, 0.83, 0.00)
S (1.44, 1.60, -0.04)
H (1.15, -0.30, -1.95)
C (-1.14, -0.06, 0.55)
S (1.64, -1.23, 0.35)

Calculated values
HOMO-LUMO gap = 9.01 eV

***

## B
The following is a DFT calculation (ωB97M-V/def2-TZVPD) of a molecular structure, C3H4S2.

Cartesian coordinates (Å):
H (-1.02, -1.16, 0.91)
S (0.55, 2.05, -0.13)
C (-1.21, -0.13, 0.41)
S (1.77, -1.67, -0.12)
C (1.35, -0.13, -0.46)
H (-1.87, 0.59, 0.97)
H (2.07, 0.52, -1.00)
H (-1.72, -0.51, -0.45)
C (0.07, 0.45, -0.13)

Calculated values
HOMO-LUMO gap (spin up / spin down) = 7.19 / 7.19 eV

***

Last place for stability: A

***

## A
The following is a DFT calculation (ωB97M-V/def2-TZVPD) of a single C5H5FO molecule.

Cartesian coordinates (Å):
C (0.43, 0.33, -0.05)
F (2.63, -0.38, -0.48)
C (0.76, 1.69, 0.20)
H (1.02, -1.63, -0.66)
C (1.29, -0.59, -0.45)
H (-2.59, -1.38, 0.15)
O (1.88, 2.15, 0.12)
H (-0.16, 2.24, 0.47)
C (-1.01, -0.05, -0.02)
H (-1.03, -1.97, 0.82)
C (-1.58, -1.18, 0.36)
H (-1.63, 0.76, -0.47)

Calculated values
HOMO-LUMO gap = 9.57 eV

***

## B
The following is a DFT calculation (ωB97M-V/def2-TZVPD) of 2 unconnected molecules or ions with the total composition C5H5FO.

Cartesian coordinates (Å):
H (-0.51, -0.31, -2.22)
C (-0.74, -0.62, -1.22)
O (2.04, 0.74, -1.49)
C (-1.88, 0.63, 0.66)
F (-0.25, -1.93, -0.99)
H (-1.46, 1.10, 1.49)
C (-1.35, -0.01, -0.30)
C (1.83, -0.09, 0.87)
C (1.92, 0.32, -0.39)
H (2.67, -0.06, 1.61)
H (-2.99, 0.52, 0.92)
H (0.72, -0.28, 1.07)

Calculated values
HOMO-LUMO gap = 9.94 eV

***

Last place for stability: B

***

## A
The following is a DFT calculation (ωB97M-V/def2-TZVPD) of a molecular structure, C29H41N5P2S2Sc.

Cartesian coordinates (Å):
S (-2.79, 2.65, 0.09)
H (-1.26, 3.13, -3.97)
H (4.03, -1.55, 3.15)
H (0.94, -2.87, -2.47)
N (5.28, 0.17, -0.16)
H (-0.99, -5.51, 1.35)
C (2.88, 0.78, 3.70)
C (1.85, -2.25, -2.49)
H (2.09, -1.98, -1.46)
C (0.04, 1.43, -3.77)
H (-0.88, 5.58, 0.02)
C (3.00, -1.57, 2.77)
H (2.02, -2.09, -5.20)
C (4.06, 0.36, -0.12)
C (-0.49, -2.17, 0.96)
H (-0.27, 0.96, -4.70)
C (-2.70, -1.89, -0.90)
H (-0.80, 2.79, -2.31)
N (6.83, -1.47, 0.87)
C (2.15, -0.55, 3.52)
C (-3.58, -2.06, -1.96)
H (-3.07, 5.43, -1.39)
H (3.05, -1.36, 1.70)
C (-0.51, 0.15, 5.21)
H (2.29, 1.51, 4.26)
H (-0.43, -4.95, 3.71)
C (-3.01, 5.28, -0.31)
H (-2.01, 1.79, -3.11)
C (-1.98, 0.54, 3.19)
H (-2.98, -2.22, 0.09)
H (1.90, -0.95, 4.51)
H (2.66, -2.86, -2.88)
H (-4.55, -2.52, -1.77)
C (-0.57, 0.64, 3.77)
H (-1.22, 0.73, 5.81)
C (-1.12, -0.84, -2.38)
C (-2.03, -1.02, -3.44)
C (-0.76, -4.49, 1.63)
C (-0.77, -3.51, 0.66)
H (1.74, 2.61, -3.08)
H (0.48, 0.27, 5.65)
H (0.24, -2.64, 4.26)
P (0.42, 0.09, -2.56)
C (-0.43, -4.18, 2.95)
H (-3.30, 6.20, 0.18)
H (1.18, -0.56, -5.47)
C (1.26, -1.42, -4.80)
H (2.62, -2.59, 2.89)
C (-3.25, -1.64, -3.24)
H (1.11, 3.09, -4.65)
H (-0.25, 1.68, 3.73)
C (-0.08, -2.88, 3.25)
P (0.58, -0.23, 2.62)
H (0.31, -1.96, -4.81)
N (-1.64, 4.91, 0.06)
H (-1.77, -0.65, -4.43)
H (-4.73, 3.95, -0.53)
H (-1.01, -3.78, -0.36)
N (2.90, 0.62, -0.14)
S (0.19, 3.05, 0.41)
Sc (0.89, 0.39, 0.05)
C (-0.09, -1.88, 2.28)
C (-1.44, -1.31, -1.10)
H (-3.93, -1.78, -4.07)
H (-2.66, 1.20, 3.73)
C (1.33, 2.23, -4.02)
C (1.64, -1.02, -3.38)
H (3.82, 0.63, 4.25)
H (2.57, -0.44, -3.39)
C (-3.88, 4.11, 0.14)
C (6.09, -0.72, 0.41)
C (-1.08, 2.33, -3.26)
H (2.10, 1.64, -4.51)
H (-0.81, -0.90, 5.29)
H (3.13, 1.23, 2.74)
N (-0.53, -1.15, -0.03)
H (-2.01, 0.82, 2.13)
C (-1.37, 3.63, 0.19)
H (-4.24, 4.24, 1.15)
H (-2.36, -0.48, 3.28)

Calculated values
Total charge = +1
HOMO-LUMO gap = 6.94 eV

***

## B
The following is a DFT calculation (ωB97M-V/def2-TZVPD) of a molecular structure, C29H41N5P2S2Sc.

Cartesian coordinates (Å):
H (0.85, -5.57, -3.35)
C (-1.17, 0.19, 1.79)
H (0.41, -3.20, -2.72)
H (5.44, 0.72, -0.46)
H (-3.85, -1.11, 4.29)
C (2.08, 1.56, 0.73)
H (-3.55, -2.72, 0.12)
C (0.47, 2.55, 2.24)
H (-4.05, -2.11, -3.06)
C (5.10, 1.38, -1.26)
H (5.18, 2.41, -0.91)
C (-4.40, -2.22, -0.35)
H (-2.24, 3.23, -0.64)
C (3.13, 2.28, -2.52)
C (3.51, -1.02, 0.20)
H (3.77, 0.24, -2.48)
H (-5.10, -1.94, 0.44)
C (1.40, 3.50, 2.62)
N (-0.17, 0.61, 0.89)
P (2.48, 0.34, -0.57)
H (3.14, -0.60, 2.30)
C (-0.84, -0.06, 3.13)
H (3.99, 2.56, 0.69)
C (1.39, 5.01, -0.86)
C (-2.48, -0.07, 1.35)
Sc (-0.22, 0.34, -1.08)
C (-3.10, -0.75, 3.60)
C (0.80, 1.55, 1.31)
H (4.64, -1.47, 1.97)
H (-3.14, -0.60, -3.17)
N (-0.17, 2.16, -2.00)
H (-3.68, 3.85, 0.17)
N (0.38, -3.97, -2.07)
H (1.30, -6.94, -1.00)
H (3.49, -3.15, 0.54)
C (3.69, 1.08, -1.77)
C (0.54, -6.22, -1.30)
H (-4.91, -2.94, -0.99)
H (4.37, -1.09, -0.46)
H (-4.86, -0.43, -1.43)
H (-0.53, 2.57, 2.66)
C (-5.14, 1.65, 0.40)
H (-2.43, -2.01, -2.36)
H (4.53, 0.26, 1.65)
N (0.25, 4.42, -1.21)
H (5.81, 1.28, -2.08)
N (2.35, 5.56, -0.55)
H (2.94, 3.11, -1.83)
C (-3.97, -1.02, -1.19)
H (-2.59, 2.78, 1.04)
C (0.09, 3.26, -1.60)
H (-4.44, -0.71, 1.95)
H (2.46, -2.64, -0.81)
C (3.99, -0.68, 1.61)
H (-5.77, 2.53, 0.23)
C (-3.86, 1.78, -0.41)
C (2.80, -2.37, 0.19)
H (-0.34, -6.75, -1.65)
C (-3.36, -1.46, -2.52)
H (3.39, 4.25, 2.35)
H (0.17, 0.11, 3.46)
H (-4.92, 1.61, 1.47)
C (3.00, 2.54, 1.13)
H (3.88, 2.63, -3.24)
H (1.93, -2.37, 0.85)
C (1.07, -5.23, -2.34)
H (-5.74, 0.78, 0.14)
C (-1.79, -0.52, 4.02)
C (-0.07, -3.77, -0.84)
C (2.67, 3.50, 2.07)
S (0.09, -5.20, 0.14)
H (2.22, 2.05, -3.06)
H (2.15, -5.09, -2.24)
S (-0.68, -2.36, -0.20)
H (1.11, 4.26, 3.33)
P (-2.84, 0.24, -0.40)
C (-3.03, 2.98, 0.06)
H (-1.52, -0.71, 5.05)
C (-3.43, -0.53, 2.27)
H (-4.12, 1.91, -1.47)

Calculated values
Total charge = +1
HOMO-LUMO gap = 7.08 eV

***

Last place for stability: B